{
  "formula": "C41H79Cl26FN2O3",
  "method": "ωB97M-V with the def2-TZVPD basis set",
  "e_tot_ha": -14009.571172,
  "homo_ev": -9.15,
  "homo_lumo_gap_ha": 0.3483,
  "elements": ["C", "C", "C", "C", "C", "C", "C", "C", "C", "C", "C", "C", "C", "C", "C", "C", "C", "C", "C", "C", "F", "C", "O", "N", "C", "C", "C", "O", "C", "O", "N", "C", "C", "C", "H", "H", "H", "H", "H", "H", "H", "H", "H", "H", "H", "H", "H", "H", "H", "H", "H", "H", "H", "H", "H", "H", "H", "H", "H", "H", "H", "H", "H", "H", "H", "H", "H", "H", "H", "H", "H", "H", "H", "H", "H", "H", "H", "H", "H", "H", "H", "H", "H", "H", "H", "H", "H", "C", "Cl", "Cl", "H", "H", "C", "Cl", "Cl", "H", "H", "C", "Cl", "Cl", "H", "H", "C", "Cl", "Cl", "H", "H", "C", "Cl", "Cl", "H", "H", "C", "Cl", "Cl", "H", "H", "C", "Cl", "Cl", "H", "H", "C", "Cl", "Cl", "H", "H", "C", "Cl", "Cl", "H", "H", "C", "Cl", "Cl", "H", "H", "C", "Cl", "Cl", "H", "H", "C", "Cl", "Cl", "H", "H", "C", "Cl", "Cl", "H", "H"],
  "positions_angstrom": [[5.686, -6.186, 0.305], [4.181, -6.054, 0.625], [3.461, -4.905, -0.113], [4.024, -3.502, 0.189], [3.555, -2.939, 1.569], [2.634, -1.701, 1.321], [3.434, -0.382, 1.278], [3.447, 0.270, -0.136], [2.037, 0.560, -0.683], [1.418, 1.858, -0.079], [-0.054, 1.926, -0.576], [-0.987, 1.449, 0.569], [-2.466, 1.398, 0.071], [-3.149, 0.051, 0.479], [-4.557, 0.231, 1.120], [-4.764, -0.825, 2.243], [-5.016, -2.259, 1.686], [-4.295, -3.262, 2.615], [-3.293, -4.253, 1.969], [-3.515, -5.730, 2.319], [-3.331, -4.135, 0.583], [-5.538, -3.917, 3.290], [-5.733, -4.137, 4.437], [-6.444, -4.136, 2.173], [-6.517, -2.764, 1.568], [-7.521, -2.066, 2.544], [-8.297, -0.874, 1.975], [-7.463, 0.280, 1.729], [-7.884, 0.960, 0.615], [-7.594, 0.627, -0.486], [-7.046, -2.713, 0.238], [-6.458, -3.677, -0.694], [-7.343, -3.720, -1.978], [-6.526, -3.755, -3.295], [6.119, -5.263, -0.090], [5.869, -6.956, -0.448], [6.223, -6.412, 1.230], [3.689, -6.988, 0.328], [3.994, -5.933, 1.698], [2.405, -4.926, 0.193], [3.460, -5.076, -1.195], [5.118, -3.500, 0.157], [3.694, -2.861, -0.636], [2.968, -3.685, 2.109], [4.453, -2.642, 2.114], [1.898, -1.689, 2.135], [2.085, -1.886, 0.394], [3.010, 0.368, 1.954], [4.481, -0.539, 1.553], [3.978, 1.221, -0.028], [3.969, -0.393, -0.835], [1.319, -0.242, -0.481], [2.122, 0.721, -1.766], [1.392, 1.709, 1.008], [2.024, 2.708, -0.388], [-0.215, 1.233, -1.407], [-0.322, 2.938, -0.895], [-0.924, 2.155, 1.403], [-0.641, 0.452, 0.857], [-3.042, 2.218, 0.503], [-2.467, 1.445, -1.020], [-2.520, -0.485, 1.196], [-3.274, -0.556, -0.423], [-5.323, 0.077, 0.357], [-4.639, 1.212, 1.597], [-3.834, -0.827, 2.820], [-5.543, -0.458, 2.916], [-4.664, -2.183, 0.655], [-3.743, -2.851, 3.467], [-2.286, -3.944, 2.252], [-2.537, -6.223, 2.305], [-4.113, -6.213, 1.543], [-3.915, -5.878, 3.324], [-5.886, -4.787, 1.621], [-7.029, -1.727, 3.458], [-8.262, -2.821, 2.817], [-8.877, -1.106, 1.080], [-9.025, -0.580, 2.747], [-8.504, 1.849, 0.804], [-8.040, -2.904, 0.241], [-6.428, -4.707, -0.311], [-5.439, -3.417, -0.992], [-7.907, -4.661, -1.936], [-8.093, -2.927, -1.957], [-6.749, -4.658, -3.870], [-5.449, -3.706, -3.136], [-6.864, -2.929, -3.928], [3.512, 4.237, 2.546], [4.679, 3.690, 1.334], [2.287, 3.008, 2.899], [4.045, 4.462, 3.460], [3.018, 5.124, 2.175], [1.897, -3.967, -3.971], [2.403, -2.329, -3.551], [3.140, -5.170, -3.594], [1.000, -4.209, -3.413], [1.698, -4.002, -5.037], [5.042, 5.205, -2.480], [6.387, 4.055, -2.430], [3.632, 4.582, -1.616], [5.352, 6.128, -2.013], [4.771, 5.379, -3.515], [1.902, 7.282, 4.923], [2.113, 7.528, 3.187], [2.581, 5.738, 5.478], [2.403, 8.087, 5.447], [0.846, 7.289, 5.148], [4.909, -3.295, -6.196], [3.475, -3.601, -7.188], [6.375, -3.176, -7.179], [4.767, -2.361, -5.663], [5.023, -4.113, -5.494], [-4.600, -0.241, -7.300], [-3.703, -1.760, -7.206], [-3.565, 1.151, -6.962], [-5.008, -0.138, -8.299], [-5.401, -0.264, -6.568], [3.905, 4.076, 8.563], [5.251, 2.933, 8.532], [2.530, 3.436, 9.472], [4.237, 4.994, 9.033], [3.589, 4.271, 7.546], [0.754, 0.643, -5.800], [-0.352, 0.618, -4.422], [2.441, 0.490, -5.290], [0.512, -0.187, -6.454], [0.634, 1.583, -6.326], [9.249, 6.483, -3.205], [7.743, 7.098, -2.517], [10.072, 7.711, -4.171], [9.902, 6.178, -2.396], [9.018, 5.634, -3.839], [6.418, 9.956, -5.443], [7.875, 9.234, -6.137], [5.486, 8.785, -4.502], [6.710, 10.772, -4.792], [5.794, 10.324, -6.249], [-0.826, 10.001, 5.882], [0.617, 10.251, 6.875], [-0.416, 9.526, 4.227], [-1.425, 9.217, 6.331], [-1.387, 10.927, 5.849], [1.932, -0.338, 10.520], [3.069, -0.876, 9.280], [0.702, -1.562, 10.860], [2.482, -0.135, 11.431], [1.440, 0.562, 10.171], [0.327, -3.985, -9.446], [0.455, -4.448, -7.744], [-0.701, -2.564, -9.653], [1.318, -3.752, -9.819], [-0.098, -4.814, -10.000]],
  "forces_ev_per_angstrom": [[-0.2381, 0.2473, 0.2854], [-0.2164, 0.1705, -0.5543], [0.2349, 0.0050, 0.1859], [-0.2097, -0.4906, 0.2640], [-0.3471, 0.5719, -1.4944], [0.7110, -0.5441, 1.0679], [-0.3966, 0.3486, -1.0998], [-0.6287, -0.3925, 0.5760], [0.4789, 1.1764, 0.2468], [-0.6031, -1.6894, -0.8114], [0.2434, 0.1054, 1.2061], [-0.5097, 0.7732, -1.4181], [0.4249, -1.3173, 0.6486], [-0.7392, 0.7952, -0.0649], [0.5518, -1.0337, 0.4298], [-0.1522, 0.6098, -0.5925], [0.1721, 1.4771, 0.2725], [-0.4842, -0.4236, 1.0479], [-0.5171, -0.2287, 0.2803], [0.9436, 0.0976, -0.1087], [-0.0479, -0.1013, -0.3202], [0.9019, -0.1184, -2.1138], [-0.1558, -0.1447, 0.5940], [-0.6175, -0.6228, 0.8468], [0.1337, 0.0497, 1.4203], [0.0409, 0.6665, -1.0014], [-0.2839, -0.0948, 0.8243], [-0.6456, 0.1338, -0.3079], [0.2945, -0.0644, 0.1877], [-0.0400, -0.0288, -0.4689], [0.7351, -0.6594, -0.0944], [-0.6212, 0.0697, -1.1114], [0.4976, -0.9793, 0.1998], [-0.8618, 0.2095, -0.1044], [-0.1334, -0.0348, 0.0951], [0.0250, -0.0419, 0.1989], [0.1609, -0.2128, -0.2793], [-0.0106, 0.0584, 0.2075], [0.2421, -0.0237, -0.0669], [0.0949, 0.0692, -0.0899], [0.1957, -0.0488, 0.4271], [-0.1129, -0.1216, -0.1334], [0.0683, 0.1873, 0.2361], [0.3656, -0.1261, 0.0858], [-0.3365, -0.1014, 0.4262], [0.0158, 0.2578, -0.1559], [-0.0101, 0.1248, 0.0967], [0.1127, -0.2243, 0.1197], [-0.1765, -0.0626, 0.2312], [0.1304, -0.1486, -0.3820], [0.1420, 0.1579, 0.0811], [0.2414, -0.1223, -0.2342], [-0.2357, -0.2364, 0.0567], [0.2110, 0.4982, -0.4407], [-0.0354, 0.1157, 0.3289], [0.1345, 0.2433, -0.1623], [-0.0949, -0.1143, -0.0310], [0.2159, -0.3083, 0.1308], [-0.0856, 0.1283, 0.2527], [0.0927, 0.1025, -0.2862], [-0.1203, 0.3726, 0.0827], [0.0630, 0.0124, -0.1962], [0.2761, -0.1764, 0.2081], [-0.0400, 0.4153, 0.1504], [-0.1026, 0.0560, -0.3132], [-0.1273, -0.0919, 0.0381], [0.0498, -0.2962, -0.0655], [0.4014, -0.6714, 0.2168], [-0.0618, 0.6113, -0.4065], [-0.0695, 0.0050, 0.0316], [-0.1945, -0.0783, -0.0708], [-0.2188, 0.0752, 0.2416], [-0.1799, 0.0638, -0.1714], [-0.2671, 0.1800, -0.5434], [0.0034, -0.2313, -0.0242], [0.0463, 0.0658, 0.0429], [0.2846, -0.1754, -0.0401], [0.0820, -0.0387, -0.1436], [0.1179, 0.0134, 0.3245], [-0.0720, 0.0710, 0.2563], [0.1095, 0.1717, 0.1934], [-0.0698, 0.2372, 0.3405], [-0.0988, 0.2256, 0.0608], [0.3255, 0.1740, -0.0942], [0.1553, 0.0185, 0.1406], [-0.0872, 0.1246, -0.0133], [0.4240, 0.0303, -0.0117], [0.1313, -0.0506, 0.0010], [0.0882, -0.0680, 0.3010], [0.1288, 0.2725, 0.3836], [0.0273, -0.0622, -0.0121], [-0.0695, -0.0342, -0.0804], [-0.2153, 0.0094, -0.0138], [-0.0305, -0.1519, 0.0638], [-0.0333, -0.0760, -0.3725], [0.0843, 0.0014, 0.0975], [0.1171, 0.0250, -0.0104], [-0.1265, -0.0873, -0.0770], [-0.0619, -0.1153, -0.0311], [-0.1392, 0.1321, -0.3318], [0.0582, -0.0006, 0.1262], [0.0171, -0.0899, 0.0040], [0.1070, 0.0225, 0.0994], [0.0602, -0.0550, 0.0038], [-0.0723, 0.1183, -0.0094], [0.0582, -0.0150, -0.0235], [-0.0649, -0.1021, -0.0518], [0.1058, 0.0874, 0.0445], [0.1266, 0.0307, 0.1675], [0.0203, 0.0094, 0.0372], [-0.0323, 0.0256, -0.0858], [-0.0165, -0.0494, -0.0829], [-0.0954, -0.0002, 0.0143], [-0.0218, -0.0453, -0.0210], [-0.0343, 0.0424, -0.0062], [0.0922, -0.0007, -0.0182], [0.0939, 0.0024, 0.0456], [0.0918, 0.0094, -0.0609], [0.0210, 0.0476, -0.0280], [-0.0844, 0.0665, 0.0166], [-0.0053, -0.0594, 0.0835], [-0.0298, -0.1081, 0.0387], [-0.0632, -0.0677, -0.0857], [-0.0244, 0.0069, -0.0185], [0.0640, 0.2175, -0.1337], [0.0217, -0.0484, 0.0755], [0.0303, 0.0323, 0.0861], [0.0665, -0.1552, 0.0031], [0.2431, 0.2431, 0.0899], [0.2111, -0.1475, 0.1303], [-0.0163, 0.0890, 0.0227], [-0.0737, 0.0651, -0.0319], [0.0227, 0.1008, -0.0924], [-0.1835, 0.1410, -0.1068], [-0.1676, 0.0799, -0.0465], [0.0447, -0.0858, 0.0603], [-0.0073, -0.0851, -0.0105], [-0.1441, 0.0355, -0.0223], [-0.0146, -0.0133, 0.0237], [-0.1650, 0.1335, 0.0809], [0.0820, -0.0394, -0.0153], [0.0821, 0.0306, -0.0317], [0.0244, 0.0948, 0.0190], [0.0300, 0.0490, -0.0023], [-0.0295, 0.0304, 0.0426], [0.0157, -0.0875, -0.0098], [-0.0216, -0.0599, -0.0694], [0.0668, 0.0312, -0.0821], [-0.1935, -0.1423, -0.0486], [-0.0142, 0.0025, -0.0586], [0.0063, 0.0430, 0.0890], [-0.0838, 0.0216, 0.0670]]
}